(1)
{
  "formula": "C4H10N2O2",
  "method": "the ωB97M-V functional and the def2-TZVPD basis",
  "e_tot_ha": -418.12489,
  "e_lumo_ev": -4.0,
  "homo_lumo_gap_ev": 3.95,
  "relative_energy_ev": 9.145,
  "elements": ["C", "N", "C", "O", "C", "N", "C", "O", "H", "H", "H", "H", "H", "H", "H", "H", "H", "H"],
  "positions_angstrom": [[-1.344, -0.148, 0.343], [-1.809, 0.524, 1.465], [1.863, -2.616, -0.195], [0.643, -2.049, -0.477], [-0.002, 0.481, -0.144], [-0.034, 1.907, 0.210], [-0.169, 2.822, -0.892], [0.134, 2.609, -2.051], [-1.264, -1.204, 0.577], [-1.879, 0.037, -0.613], [-2.398, 0.004, 2.113], [2.773, -2.041, -0.532], [1.869, -3.632, -0.530], [1.978, -2.708, 0.906], [0.237, 0.171, -1.160], [0.700, -0.004, 0.573], [-0.783, 2.046, 0.929], [-0.514, 3.803, -0.523]],
  "nbo_charge": [-0.321, -0.435, -0.274, -0.600, -0.211, -0.631, 0.531, -0.566, 0.267, 0.323, 0.353, 0.168, 0.164, 0.186, 0.267, 0.245, 0.419, 0.114]
}



(2)
{
  "formula": "C4H10N2O2",
  "method": "the ωB97M-V functional and the def2-TZVPD basis",
  "e_tot_ha": -418.40890,
  "e_lumo_ev": 0.7,
  "homo_lumo_gap_ev": 10.20,
  "smiles": "[H]/N=C(\\N)CC(C)(O)O",
  "relative_energy_ev": 1.417,
  "elements": ["H", "N", "C", "N", "C", "C", "C", "O", "O", "H", "H", "H", "H", "H", "H", "H", "H", "H"],
  "positions_angstrom": [[0.665, -0.965, 2.866], [0.116, -0.872, 2.008], [0.489, 0.197, 1.366], [1.469, 1.007, 1.850], [-0.387, 0.684, 0.214], [-0.162, -0.218, -0.996], [-1.412, -0.333, -1.853], [0.908, 0.275, -1.762], [0.211, -1.569, -0.588], [1.833, 0.836, 2.779], [1.567, 1.944, 1.473], [-0.146, 1.726, -0.026], [-1.425, 0.649, 0.562], [-1.727, 0.648, -2.224], [-1.230, -0.971, -2.725], [-2.230, -0.774, -1.272], [1.376, -0.531, -2.040], [0.086, -1.732, 0.369]],
  "nbo_charge": [0.330, -0.777, 0.487, -0.806, -0.505, 0.517, -0.636, -0.733, -0.782, 0.392, 0.396, 0.226, 0.246, 0.208, 0.222, 0.213, 0.491, 0.511]
}



(3)
{
  "formula": "C4H10N2O2",
  "method": "the ωB97M-V functional and the def2-TZVPD basis",
  "e_tot_ha": -418.39129,
  "e_lumo_ev": 0.4,
  "homo_lumo_gap_ev": 9.86,
  "relative_energy_ev": 1.896,
  "elements": ["H", "O", "N", "H", "C", "C", "C", "N", "H", "H", "H", "C", "H", "H", "H", "O", "H", "H"],
  "positions_angstrom": [[1.587, 0.923, -0.707], [2.315, 1.805, -0.815], [0.818, -0.092, -0.338], [2.271, 1.941, -1.750], [-0.544, -0.014, -0.395], [1.131, -1.253, 0.153], [-1.083, -1.168, 0.105], [-0.017, -1.930, 0.504], [-0.105, -2.903, 0.707], [2.098, -1.719, 0.204], [-1.021, 0.845, -0.829], [-2.523, -1.489, 0.298], [-3.098, -1.354, -0.628], [-2.674, -2.531, 0.563], [-2.983, -0.740, 0.941], [1.091, 3.555, 0.749], [1.201, 3.167, -0.128], [1.536, 2.957, 1.367]],
  "nbo_charge": [0.462, -1.062, -0.466, 0.444, -0.084, 0.201, 0.119, -0.505, 0.420, 0.215, 0.226, -0.650, 0.236, 0.222, 0.242, -0.980, 0.496, 0.465]
}



(4)
{
  "formula": "C4H10N2O2",
  "method": "the ωB97M-V functional and the def2-TZVPD basis",
  "e_tot_ha": -418.39800,
  "e_lumo_ev": 0.6,
  "homo_lumo_gap_ev": 10.73,
  "smiles": "NC(=O)O.C=NCC",
  "relative_energy_ev": 1.713,
  "elements": ["N", "C", "O", "O", "H", "H", "H", "C", "N", "C", "C", "H", "H", "H", "H", "H", "H", "H"],
  "positions_angstrom": [[-0.941, -0.244, 1.812], [0.091, 0.246, 2.555], [1.021, 0.913, 2.131], [0.095, -0.096, 3.845], [-1.800, -0.629, 2.260], [-0.959, -0.162, 0.813], [-0.699, -0.598, 4.072], [-1.461, 0.393, -2.357], [-0.806, 0.167, -1.281], [0.607, 0.541, -1.261], [1.494, -0.688, -1.068], [-0.921, 0.807, -3.245], [-2.461, 0.025, -2.602], [0.878, 1.080, -2.225], [0.740, 1.249, -0.391], [2.589, -0.421, -1.049], [1.258, -1.221, -0.107], [1.276, -1.364, -1.901]],
  "nbo_charge": [-0.877, 0.876, -0.639, -0.667, 0.384, 0.439, 0.472, -0.048, -0.427, -0.264, -0.614, 0.137, 0.181, 0.166, 0.236, 0.225, 0.218, 0.202]
}



(5)
{
  "formula": "C4H10N2O2",
  "method": "the ωB97M-V functional and the def2-TZVPD basis",
  "e_tot_ha": -418.30429,
  "e_lumo_ev": 0.4,
  "homo_lumo_gap_ev": 10.02,
  "relative_energy_ev": 4.263,
  "elements": ["C", "C", "C", "C", "H", "H", "H", "H", "H", "H", "H", "H", "H", "H", "N", "N", "O", "O"],
  "positions_angstrom": [[1.375, -1.451, -0.890], [2.430, -2.586, -1.238], [-1.368, 1.580, 0.837], [-2.504, 2.449, 1.539], [-0.489, -0.845, -0.944], [-0.100, -2.051, -2.329], [3.549, -2.328, -1.358], [2.057, -3.097, -2.208], [2.537, -3.180, -0.269], [0.439, 0.642, 1.013], [0.162, 1.640, 2.621], [-2.144, 2.836, 2.573], [-3.020, 1.567, 1.997], [-2.919, 3.186, 0.777], [0.000, -1.815, -1.188], [-0.090, 1.519, 1.251], [1.811, -0.433, -0.285], [-1.691, 0.901, -0.190]],
  "nbo_charge": [0.694, -0.738, 0.657, -0.724, 0.434, 0.399, 0.242, 0.217, 0.249, 0.434, 0.357, 0.215, 0.250, 0.266, -0.870, -0.786, -0.627, -0.668]
}



(6)
{
  "formula": "C4H10N2O2",
  "method": "the ωB97M-V functional and the def2-TZVPD basis",
  "e_tot_ha": -418.31953,
  "e_lumo_ev": 0.8,
  "homo_lumo_gap_ev": 10.06,
  "smiles": "COC(C)=O.C=NN",
  "relative_energy_ev": 3.849,
  "elements": ["C", "O", "C", "C", "O", "H", "H", "H", "H", "H", "H", "C", "N", "N", "H", "H", "H", "H"],
  "positions_angstrom": [[-0.803, 1.247, 1.861], [-0.831, 0.237, 0.883], [0.387, -0.643, 0.731], [-0.043, -2.062, 0.468], [1.399, -0.344, 1.310], [-0.331, 0.972, 2.796], [-0.250, 2.118, 1.477], [-1.853, 1.505, 2.076], [0.364, -2.698, 1.239], [0.389, -2.367, -0.482], [-1.120, -2.168, 0.387], [0.942, 1.367, -1.248], [0.610, 0.139, -1.336], [-0.067, -0.283, -2.445], [1.557, 1.658, -0.414], [0.907, 2.038, -2.104], [-0.661, 0.421, -2.896], [-0.597, -1.137, -2.304]],
  "nbo_charge": [-0.250, -0.602, 0.840, -0.719, -0.613, 0.182, 0.165, 0.189, 0.246, 0.227, 0.234, -0.139, -0.208, -0.635, 0.204, 0.159, 0.350, 0.369]
}



(7)
{
  "formula": "C4H10N2O2",
  "method": "the ωB97M-V functional and the def2-TZVPD basis",
  "e_tot_ha": -418.36731,
  "e_lumo_ev": 0.6,
  "homo_lumo_gap_ev": 9.01,
  "smiles": "Cc1cnc[nH]1.O.O",
  "relative_energy_ev": 2.548,
  "elements": ["C", "C", "C", "N", "C", "N", "H", "H", "H", "H", "H", "H", "O", "H", "H", "O", "H", "H"],
  "positions_angstrom": [[-0.606, 2.266, 0.983], [-0.938, 1.026, 0.206], [-0.628, 0.570, -1.035], [-1.356, -0.585, -1.244], [-2.127, -0.795, -0.253], [-1.882, 0.178, 0.754], [0.389, 2.646, 0.781], [-1.330, 3.018, 0.632], [-0.939, 2.221, 2.019], [0.069, 0.884, -1.789], [-3.053, -1.333, -0.142], [-1.866, -0.037, 1.734], [0.836, -2.000, -1.148], [1.005, -2.819, -0.677], [1.228, -1.933, -2.020], [3.923, -1.454, 0.547], [3.638, -0.647, 0.995], [3.639, -1.207, -0.344]],
  "nbo_charge": [-0.648, 0.124, -0.123, -0.418, 0.153, -0.572, 0.227, 0.226, 0.220, 0.207, 0.192, 0.405, -0.953, 0.483, 0.477, -0.929, 0.463, 0.466]
}



(8)
{
  "formula": "C4H10N2O2",
  "method": "the ωB97M-V functional and the def2-TZVPD basis",
  "e_tot_ha": -418.38286,
  "e_lumo_ev": 0.8,
  "homo_lumo_gap_ev": 9.84,
  "smiles": "NCNC(=O)CCO",
  "relative_energy_ev": 2.125,
  "elements": ["N", "C", "N", "C", "O", "C", "C", "O", "H", "H", "H", "H", "H", "H", "H", "H", "H", "H"],
  "positions_angstrom": [[0.302, -1.672, -2.195], [0.490, -1.995, -0.780], [-0.225, -0.920, -0.083], [0.330, -0.263, 1.008], [1.436, -0.606, 1.388], [-0.512, 0.865, 1.486], [-0.510, 2.257, 0.767], [-0.017, 2.190, -0.547], [0.765, -0.888, -2.617], [0.223, -2.503, -2.758], [0.174, -3.027, -0.613], [1.500, -1.866, -0.406], [-1.146, -0.675, -0.402], [-1.592, 0.667, 1.516], [-0.462, 1.001, 2.586], [-0.047, 3.022, 1.405], [-1.575, 2.580, 0.742], [0.866, 1.831, -0.498]],
  "nbo_charge": [-0.874, -0.056, -0.621, 0.661, -0.619, -0.556, -0.041, -0.703, 0.379, 0.368, 0.183, 0.206, 0.400, 0.226, 0.239, 0.164, 0.176, 0.468]
}